The following is a quantum chemistry calculation of C34H71GaN3O5 as an isolated structure at a distorted geometry, from the Open Molecules 2025 dataset.

Geometry as XYZ:
```
114
Properties=species:S:1:pos:R:3:forces:R:3
C -2.65902 -4.38103 1.54702 0.18 -0.03 -0.07
C -1.84482 -4.84688 0.34145 -0.22 0.14 0.24
C -0.42533 -4.22007 0.27909 -0.04 -0.61 -0.05
O -0.06357 -3.50035 1.41729 0.01 0.26 0.05
C -0.38954 -2.08265 1.33752 0.16 0.09 -0.10
Ga 1.27978 -0.94329 1.00487 0.01 0.38 -0.04
C 2.73794 -1.15640 2.41364 -0.02 -0.23 -0.48
C 3.29965 -2.60118 2.39652 0.25 0.50 0.45
C 2.88806 -3.50514 3.58175 -0.24 0.09 -0.81
C 1.55136 -3.17330 4.24951 0.10 -0.03 0.64
C 1.62626 -2.35949 5.54352 0.05 0.11 0.15
N 2.67752 -2.82739 6.46062 -0.02 -0.11 -0.03
C 0.76607 1.03323 0.63839 -0.03 -0.69 0.24
C -0.68981 1.25438 0.23181 0.29 0.43 -0.03
C -1.06106 0.78172 -1.16967 -0.14 0.29 -0.04
C -0.11412 1.29140 -2.26440 -0.28 -0.30 -0.29
C 1.05195 0.36650 -2.53885 0.41 0.26 0.05
O 1.32256 0.34085 -3.97658 0.02 -0.70 0.06
C 2.04976 -0.73812 -4.36618 -0.53 -0.54 -1.47
C 3.26463 -1.10682 -3.55559 0.05 -0.06 0.10
O 1.75033 -1.35539 -5.38265 0.46 1.12 1.39
H -2.08787 -4.49423 2.46406 0.13 0.05 0.09
H -2.90912 -3.33195 1.42434 -0.17 0.09 0.16
H -3.57285 -4.96174 1.65871 -0.17 0.02 -0.14
H -1.77439 -5.93423 0.38035 0.13 -0.12 -0.06
H -2.40422 -4.60360 -0.56161 -0.01 -0.01 -0.14
H -0.31433 -3.62301 -0.62852 0.02 0.23 -0.02
H 0.29130 -5.03970 0.19060 0.13 -0.01 -0.01
H -0.95410 -1.82216 2.23853 -0.04 -0.04 0.14
H -1.08759 -1.93814 0.50592 -0.15 0.02 -0.04
H 1.93471 -1.50556 -0.37883 0.09 -0.17 -0.04
H 3.54360 -0.48701 2.10200 0.01 0.18 -0.02
H 2.45089 -0.83153 3.41198 -0.02 -0.02 0.14
H 3.05795 -3.07156 1.44530 -0.18 -0.16 -0.04
H 4.39211 -2.53649 2.41182 0.12 -0.15 -0.05
H 2.79624 -4.52024 3.19524 0.12 -0.14 0.03
H 3.70748 -3.53745 4.29414 -0.02 0.00 0.30
H 1.05735 -4.10844 4.51179 -0.08 -0.11 -0.07
H 0.89546 -2.63851 3.57059 -0.05 -0.09 -0.20
H 0.68032 -2.47059 6.07426 -0.13 -0.02 0.00
H 1.72799 -1.29229 5.33173 0.05 0.09 -0.14
H 2.58620 -2.36343 7.35323 -0.08 0.07 0.11
H 3.57879 -2.54505 6.10179 0.14 -0.05 -0.07
H 0.97013 1.63153 1.52861 0.05 0.01 0.14
H 1.45992 1.39592 -0.12008 -0.04 0.24 -0.05
H -1.34667 0.80592 0.97889 -0.11 -0.15 -0.04
H -0.92787 2.32913 0.24566 -0.03 0.11 0.04
H -1.15797 -0.30252 -1.23492 0.18 -0.16 0.05
H -2.05198 1.17796 -1.40505 -0.15 -0.03 0.04
H -0.67726 1.36169 -3.19557 -0.02 0.01 -0.10
H 0.23773 2.29468 -2.03034 0.05 0.14 0.09
H 0.84372 -0.64444 -2.20016 -0.09 -0.11 -0.02
H 1.94843 0.69008 -2.01563 0.06 0.03 0.04
H 3.10744 -2.06699 -3.07156 -0.10 -0.09 0.06
H 4.09629 -1.22120 -4.24497 0.05 -0.02 -0.11
H 3.52526 -0.39461 -2.78134 -0.05 0.11 0.02
C 6.97666 3.88021 -1.05000 -0.08 0.22 0.09
C 5.63902 3.20432 -1.46394 1.20 -0.01 0.29
C 5.51700 3.07080 -2.99100 -0.36 0.10 -0.31
C 5.06414 4.32760 -3.73340 0.06 0.02 0.09
C 3.82954 4.92895 -3.06785 0.05 -0.28 -0.27
C 4.05191 5.20661 -1.58324 0.24 1.09 0.18
N 4.48090 3.95461 -0.89088 -0.94 -0.95 -1.08
O 3.46999 3.16917 -0.70915 0.20 0.31 0.44
C 5.08122 6.34014 -1.42504 0.15 -0.09 0.02
C 2.76367 5.70864 -0.94293 -0.26 -0.18 0.08
C 5.67238 1.79309 -0.88389 -0.27 -0.15 0.09
H 6.83934 4.86183 -0.60590 -0.04 -0.04 -0.05
H 7.48799 3.29016 -0.28989 -0.03 -0.12 -0.06
H 7.65613 3.99056 -1.89695 -0.03 -0.01 -0.02
H 4.79562 2.27787 -3.21195 -0.06 0.02 0.12
H 6.47486 2.73024 -3.38821 0.04 -0.05 0.07
H 5.87521 5.05991 -3.78678 -0.01 0.03 0.06
H 4.82668 4.06536 -4.76645 0.03 -0.01 0.00
H 3.54236 5.85785 -3.56608 0.00 0.06 0.06
H 2.98871 4.23861 -3.18612 0.01 -0.03 0.13
H 5.28900 6.52982 -0.37068 -0.01 -0.02 0.01
H 4.67645 7.25652 -1.85569 -0.12 -0.03 0.00
H 6.02581 6.15047 -1.92974 -0.03 -0.02 0.00
H 1.93286 5.02405 -1.10153 0.08 -0.06 0.04
H 2.49450 6.67058 -1.38016 0.08 0.04 -0.05
H 2.89136 5.84593 0.13172 0.01 -0.04 0.00
H 5.65706 1.81427 0.20598 -0.01 0.02 0.00
H 6.59386 1.30612 -1.20619 0.07 0.06 -0.03
H 4.83499 1.18444 -1.21977 -0.03 0.07 0.07
C -5.98564 0.43805 1.76610 -0.18 -0.17 0.11
C -5.46428 -0.35288 0.53351 0.12 0.85 0.89
C -5.89746 0.30145 -0.78820 -0.21 -0.19 -0.42
C -7.32446 -0.00424 -1.24420 0.03 0.01 0.11
C -7.60127 -1.50403 -1.18085 0.15 0.24 -0.27
C -7.31957 -2.08365 0.20307 -0.92 -0.12 0.60
N -5.91472 -1.77685 0.60511 0.54 -0.12 -1.63
O -5.08366 -2.56129 -0.00087 -0.19 -0.05 0.54
C -8.34533 -1.52627 1.20607 0.07 0.14 0.07
C -7.51453 -3.59476 0.19315 0.20 -0.22 -0.13
C -3.94130 -0.28968 0.59879 0.10 -0.26 -0.10
H -6.73010 -0.10631 2.33997 0.03 0.00 -0.07
H -5.17465 0.63910 2.46506 0.10 0.03 -0.10
H -6.42196 1.39658 1.47965 0.00 -0.01 -0.04
H -5.21706 -0.03216 -1.57757 0.03 -0.11 0.08
H -5.75842 1.38028 -0.70347 0.08 0.01 0.07
H -8.05020 0.55137 -0.64336 0.00 -0.05 0.05
H -7.45410 0.34484 -2.27097 0.00 0.03 0.01
H -8.63945 -1.71168 -1.45104 -0.03 -0.04 0.07
H -6.97789 -2.01424 -1.92150 0.08 -0.04 0.10
H -8.13993 -1.89241 2.21312 0.02 -0.01 0.00
H -9.34375 -1.86341 0.92513 0.03 -0.10 -0.07
H -8.38176 -0.44006 1.23964 0.02 -0.03 -0.02
H -6.91371 -4.08086 -0.57271 0.07 0.06 0.05
H -8.56182 -3.82245 -0.00748 -0.06 0.08 0.02
H -7.25046 -4.02694 1.15931 0.04 0.02 0.00
H -3.55844 -0.82742 1.46726 -0.02 0.00 0.01
H -3.63681 0.75407 0.68180 -0.08 0.04 0.02
H -3.46814 -0.70371 -0.28888 -0.04 -0.06 0.04
```
Forces are in eV/Å.

<S²>: 2.008
Net charge: -1
Spin multiplicity: 3
Maximum force, eV/Å: 1.8
Gap between HOMO and LUMO (spin up / spin down), eV: 6.55 / 6.51
E_LUMO (spin up / spin down), Ha: 0.0834 / 0.0819
HOMO (spin up / spin down), eV: -4.28 / -4.28

Atomic partial charges in e from the Mulliken method, atoms 1 to 4:
1 C -0.603
2 C -0.500
3 C -0.496
4 O -0.231